Below is a 25-piece molecular cluster, C50H150O25 overall at a distorted geometry, with properties calculated with ωB97M-V/def2-TZVPD.

LUMO level, eV: 0.260
DFT total energy, eV: -105459.5916
Gap between HOMO and LUMO, eV: 9.41
E_HOMO, eV: -9.152
Multiplicity: 1

Last column: Mulliken charge in e.
Geometry (Å):
C 2.276 1.475 5.483  -1.2691
C 1.961 1.994 4.055  0.3657
O 1.006 1.156 3.510  0.5630
H 2.538 0.417 5.494  0.2389
H 1.423 1.505 6.162  0.1662
H 3.049 2.149 5.853  0.4048
H 2.903 1.903 3.514  -0.1682
H 1.638 3.035 4.054  -0.1675
H 0.369 0.965 4.203  -0.2528
C -1.385 3.737 6.052  -0.6901
C -1.045 3.383 7.478  -0.1726
O -0.719 2.059 7.531  -0.4571
H -2.336 3.237 5.867  -0.0063
H -0.661 3.501 5.272  0.0715
H -1.674 4.783 5.952  0.4382
H -1.918 3.606 8.091  0.3483
H -0.062 3.788 7.718  0.2904
H -0.713 1.796 8.454  0.2408
C 3.335 -1.206 2.175  1.7178
C 4.539 -1.621 3.060  -0.1812
O 4.726 -3.048 2.982  -0.6143
H 3.230 -0.136 1.993  -0.2620
H 2.397 -1.558 2.605  -0.6237
H 3.418 -1.512 1.132  -0.5545
H 4.497 -1.234 4.078  0.3301
H 5.428 -1.158 2.632  -0.1393
H 4.880 -3.309 2.071  0.3723
C -4.798 -3.081 -6.039  -1.2301
C -4.042 -3.624 -4.786  0.5699
O -3.202 -4.709 -5.125  -0.7099
H -5.417 -3.915 -6.368  0.3848
H -4.086 -3.040 -6.863  0.2757
H -5.220 -2.081 -5.934  0.2907
H -4.705 -3.961 -3.989  0.2413
H -3.453 -2.892 -4.232  -0.2328
H -2.734 -4.993 -4.336  -0.0034
C 3.527 5.936 3.264  -1.0355
C 4.527 4.915 3.877  0.2668
O 4.294 4.639 5.223  -0.5658
H 3.848 6.976 3.335  0.4087
H 2.478 5.883 3.554  0.3428
H 3.616 5.647 2.217  0.0353
H 5.527 5.328 3.745  0.4908
H 4.534 3.986 3.307  -0.2031
H 5.117 4.430 5.670  0.3188
C -4.305 -0.211 -4.189  -0.2579
C -3.872 1.229 -4.226  -0.5369
O -2.602 1.249 -3.516  -0.1213
H -5.271 -0.275 -4.689  0.4003
H -4.205 -0.549 -3.157  -0.2467
H -3.720 -0.820 -4.879  0.0605
H -4.584 1.876 -3.714  0.2113
H -3.681 1.645 -5.215  0.4408
H -2.109 2.055 -3.684  -0.0503
C -6.459 0.767 -1.388  -0.6391
C -7.497 0.504 -0.274  -0.4570
O -7.261 -0.761 0.291  -0.3888
H -6.681 0.092 -2.214  0.3986
H -5.422 0.486 -1.205  -0.1303
H -6.699 1.705 -1.889  0.4260
H -8.496 0.466 -0.708  0.4877
H -7.354 1.263 0.494  0.1374
H -8.121 -1.086 0.567  0.2442
C 6.908 0.750 0.917  -0.2594
C 6.699 1.735 2.016  0.0014
O 6.838 3.092 1.577  -0.6008
H 7.151 -0.214 1.362  0.2643
H 7.709 1.103 0.268  0.4376
H 6.104 0.573 0.204  -0.2860
H 7.315 1.292 2.799  0.4688
H 5.688 1.675 2.418  -0.1696
H 6.135 3.351 0.977  0.3180
C -5.557 1.833 2.367  -0.4606
C -5.669 1.675 3.885  -0.4251
O -5.321 2.805 4.569  -0.5845
H -5.791 0.864 1.926  0.0050
H -4.556 1.942 1.950  0.0656
H -6.180 2.642 1.985  0.4788
H -5.152 0.827 4.333  0.2713
H -6.724 1.588 4.146  0.3174
H -4.910 2.522 5.390  0.3333
C 1.269 -4.487 -5.091  -0.4662
C 2.633 -4.588 -4.400  -0.4685
O 2.429 -4.711 -3.004  -0.4900
H 0.954 -3.521 -4.697  -0.1370
H 0.589 -5.287 -4.797  0.0694
H 1.353 -4.421 -6.176  0.4899
H 3.285 -3.719 -4.491  0.3725
H 3.093 -5.501 -4.775  0.3365
H 2.152 -5.622 -2.873  0.2208
C -3.215 -2.779 -0.734  -0.3283
C -3.774 -1.818 0.329  0.7980
O -4.799 -2.491 0.977  -0.6579
H -2.773 -2.246 -1.576  -0.0347
H -3.879 -3.581 -1.057  1.0865
H -2.350 -3.288 -0.309  -0.6639
H -4.131 -0.894 -0.127  -0.5078
H -2.966 -1.485 0.980  -0.1948
H -5.335 -2.772 0.232  0.3814
C -4.110 4.251 -0.593  -0.4362
C -2.862 5.093 -0.090  0.5981
O -3.256 6.324 0.335  -0.5792
H -4.671 3.796 0.223  -0.0595
H -3.828 3.567 -1.394  -0.0652
H -4.877 4.821 -1.117  0.4263
H -1.982 5.068 -0.732  -0.5368
H -2.534 4.603 0.827  0.2749
H -3.309 6.253 1.291  0.4043
C -0.264 -1.106 -5.891  -0.4046
C -0.705 -0.484 -7.327  -0.4475
O -0.475 -1.386 -8.319  -0.5623
H -0.407 -0.215 -5.279  -0.0075
H 0.806 -1.248 -5.735  0.3517
H -0.818 -2.004 -5.621  0.1793
H -0.249 0.497 -7.463  0.3108
H -1.774 -0.273 -7.331  0.2606
H -0.832 -2.243 -8.079  0.3352
C 5.854 5.896 0.019  -1.1718
C 5.312 4.823 -0.954  -0.1192
O 4.815 3.766 -0.142  0.0827
H 6.411 6.634 -0.557  0.4446
H 6.604 5.426 0.655  0.2617
H 5.063 6.447 0.528  0.1898
H 5.996 4.344 -1.655  0.2722
H 4.528 5.267 -1.567  0.3037
H 3.855 3.797 -0.143  0.1567
C -0.942 5.800 -3.746  -1.0479
C -2.195 4.966 -4.115  0.4384
O -1.801 3.810 -4.819  -0.4413
H -1.177 6.491 -2.936  0.4019
H -0.534 6.349 -4.595  0.3849
H -0.162 5.124 -3.396  0.0915
H -2.949 5.438 -4.745  0.4141
H -2.597 4.526 -3.203  -0.3791
H -1.533 4.046 -5.710  0.2199
C -2.246 -6.805 -3.114  -1.7996
C -1.372 -5.801 -2.391  1.0761
O -1.596 -4.460 -2.890  0.9880
H -2.034 -6.656 -4.172  0.4526
H -3.311 -6.645 -2.946  0.3334
H -1.811 -7.745 -2.772  0.4417
H -0.298 -5.981 -2.431  0.0221
H -1.565 -5.750 -1.319  -0.4953
H -0.912 -3.941 -2.461  -0.2417
C -2.528 -0.990 3.951  -1.1991
C -2.291 0.384 4.571  0.3387
O -1.149 0.383 5.430  -0.4958
H -2.726 -1.803 4.649  0.4498
H -1.619 -1.293 3.433  0.1756
H -3.329 -1.024 3.213  0.1747
H -3.246 0.628 5.036  0.2325
H -2.220 1.031 3.697  0.0982
H -1.223 1.171 5.974  0.0103
C -0.158 -4.387 0.918  -0.3798
C 0.984 -4.332 -0.150  -0.3703
O 0.546 -3.670 -1.235  0.1364
H 0.129 -4.979 1.787  0.5683
H -1.031 -4.943 0.577  -0.5786
H -0.543 -3.443 1.305  0.1451
H 1.349 -5.309 -0.468  0.5862
H 1.800 -3.761 0.293  -0.1403
H 1.024 -3.940 -2.023  -0.1239
C 1.367 2.828 -4.874  -0.7264
C 2.676 3.277 -4.206  0.2255
O 3.556 3.696 -5.183  -0.6036
H 0.791 2.297 -4.116  0.0624
H 1.502 2.184 -5.743  0.4951
H 0.809 3.711 -5.189  0.1044
H 3.086 2.392 -3.718  0.1173
H 2.584 4.109 -3.509  0.0444
H 3.650 3.002 -5.840  0.3460
C -0.316 -0.455 -0.217  0.3405
C -0.438 0.970 0.215  -0.7480
O 0.784 1.462 0.551  1.2102
H 0.252 -1.050 0.498  -0.1803
H 0.105 -0.457 -1.222  0.2466
H -1.268 -0.959 -0.387  -0.4683
H -1.158 0.862 1.025  -0.0201
H -0.800 1.569 -0.622  0.2888
H 0.860 1.185 1.467  -0.8375
C -3.235 -5.928 1.320  0.1055
C -4.648 -5.915 2.120  -0.4776
O -4.459 -6.832 3.123  -0.5220
H -2.548 -5.420 1.997  0.1484
H -3.218 -5.361 0.388  -0.3189
H -2.945 -6.946 1.063  0.3231
H -5.557 -6.089 1.543  0.3751
H -4.818 -4.937 2.572  0.1269
H -4.817 -7.658 2.788  0.3331
C 1.031 -3.666 4.763  -0.4246
C 1.243 -3.138 6.202  -0.4025
O 2.534 -2.558 6.266  -0.5002
H 1.802 -4.378 4.470  0.4215
H 1.011 -2.843 4.049  -0.2372
H 0.121 -4.265 4.786  0.3750
H 1.255 -3.914 6.968  0.3711
H 0.582 -2.331 6.518  0.1186
H 3.218 -3.228 6.335  0.2872
C 3.276 0.101 -1.351  0.5380
C 3.467 -1.166 -2.300  -0.3464
O 3.614 -2.384 -1.599  -0.2431
H 2.673 -0.233 -0.506  -0.6160
H 2.740 0.831 -1.957  -0.0877
H 4.223 0.490 -0.978  -0.0577
H 4.367 -1.062 -2.905  0.4096
H 2.716 -1.351 -3.068  0.0679
H 3.463 -3.173 -2.125  -0.0039
C 0.470 4.764 1.509  -0.1499
C 0.979 4.866 0.100  0.4577
O 2.085 3.872 -0.030  -0.0116
H -0.047 3.807 1.576  -0.0957
H -0.184 5.623 1.663  0.4944
H 1.225 4.747 2.296  -0.5950
H 1.379 5.868 -0.060  0.5470
H 0.122 4.747 -0.562  -0.7089
H 1.683 3.000 -0.033  -0.0978
C 7.391 -4.506 -0.289  -1.3829
C 6.579 -3.324 0.077  0.2215
O 5.218 -3.716 0.372  -0.6542
H 8.376 -4.095 -0.508  0.4026
H 7.011 -4.981 -1.194  0.2919
H 7.442 -5.212 0.540  0.2957
H 6.706 -2.535 -0.664  0.3272
H 6.980 -2.847 0.970  0.1956
H 4.624 -3.180 -0.158  0.2579